[1]
{"formula": "C27H35Cl3FIN4O4PS2", "method": "the ωB97M-V functional and the def2-TZVPD basis", "e_tot_ev": -122040.84452, "homo_lumo_gap_ha": 0.222, "total_charge": 1, "lumo_energy_ev": -4.8, "elements": ["C", "C", "O", "C", "C", "C", "C", "C", "C", "C", "C", "C", "P", "S", "C", "C", "C", "C", "C", "C", "S", "C", "N", "N", "C", "O", "C", "C", "C", "C", "C", "C", "O", "N", "C", "O", "F", "N", "I", "H", "H", "H", "H", "H", "H", "H", "H", "H", "H", "H", "H", "H", "H", "H", "H", "H", "H", "H", "H", "H", "H", "H", "H", "H", "H", "H", "H", "H", "H", "H", "H", "H", "H", "C", "Cl", "Cl", "Cl", "H"], "positions_angstrom": [[-5.7988, -2.4214, -5.9341], [-4.2607, -1.9953, -6.2687], [-3.8481, -0.7900, -5.5856], [-2.8612, -0.0408, -6.3339], [-1.3466, -0.1853, -5.7318], [-1.2694, -1.2807, -4.5601], [0.2208, -1.7249, -4.1480], [1.1628, -0.4709, -3.6797], [1.2453, -0.3190, -2.0805], [-0.0076, -0.8556, -1.2861], [0.0169, -0.7811, 0.2718], [-1.2575, -1.3406, 1.0358], [-2.7812, -2.0560, 0.1504], [-3.8807, -0.5002, -0.3716], [-1.2126, -1.2787, 2.5816], [0.0397, -0.6358, 3.3056], [-0.0575, -0.6399, 4.9313], [-0.5122, 0.8775, 5.3309], [-2.1043, 0.9614, 5.1036], [-2.4957, 2.1899, 4.1330], [-2.5533, 3.8441, 5.0169], [-3.1842, 3.6292, 6.7341], [-4.4632, 3.8773, 7.3324], [-4.2973, 3.4959, 8.6361], [-2.9628, 3.0154, 8.8415], [-2.1881, 3.1032, 7.6432], [1.2826, -0.0387, 2.5341], [2.4164, 0.6065, 3.4452], [3.6577, -0.4600, 3.5474], [1.2634, -0.1460, 0.9708], [2.4501, 0.3637, 0.1069], [3.8186, 1.0068, 0.6259], [3.8059, 2.2618, 0.8349], [5.0933, 0.2956, 0.8348], [5.0122, -1.1479, 0.5332], [5.4267, -1.9460, 1.4091], [4.5534, -1.7219, -0.6853], [2.3577, 0.2623, -1.3598], [3.9416, 1.0126, -2.5115], [-5.9698, -3.5031, -6.3114], [-6.0170, -2.4103, -4.8056], [-6.5337, -1.7447, -6.5158], [-4.2131, -1.9218, -7.4187], [-3.6176, -2.9245, -5.9916], [-3.1432, 1.0776, -6.2024], [-2.8940, -0.2311, -7.4718], [-0.5845, -0.3890, -6.5802], [-1.0526, 0.8509, -5.3046], [-1.9108, -0.9428, -3.6539], [-1.8042, -2.2267, -4.9615], [0.6925, -2.1991, -5.0969], [0.2191, -2.5778, -3.3660], [2.1695, -0.6526, -4.1884], [0.7399, 0.5264, -4.0923], [-0.9358, -1.2922, -1.7789], [-3.5899, -2.8803, 0.9988], [-2.3709, -2.6922, -1.0654], [-2.1091, -1.6984, 3.1647], [-0.7764, -1.4439, 5.3157], [1.0216, -0.7737, 5.3185], [0.0699, 1.5687, 4.6032], [-0.1619, 1.1328, 6.3894], [-2.5880, 1.0329, 6.1446], [-2.5295, -0.0006, 4.6271], [-3.5566, 1.9890, 3.7267], [-1.8039, 2.2258, 3.2041], [-2.4438, 2.5908, 9.7616], [2.7585, 1.6201, 2.9962], [2.1188, 0.8318, 4.5222], [3.4860, -1.3783, 2.8835], [3.7569, -0.8711, 4.6277], [4.6460, 0.0717, 3.3221], [5.7882, 0.7909, 0.2485], [7.7647, 2.1684, -4.5827], [6.3639, 2.4309, -3.5260], [9.2672, 2.3030, -3.6627], [7.6574, 0.5910, -5.3747], [7.7619, 2.9397, -5.3513]], "mulliken_charge": [-1.03, -0.11, -0.30, -0.52, -0.42, 0.12, -1.07, -0.53, 0.64, 0.52, 0.30, -0.08, 0.16, -0.35, -0.56, 0.23, -1.26, -0.40, -0.51, -0.74, -0.16, 0.34, -0.27, -0.29, 0.05, -0.16, 0.53, -0.61, -1.13, 1.02, 0.52, -0.36, -0.53, -0.01, 0.50, -0.42, -0.18, -0.65, 0.37, 0.32, 0.27, 0.27, 0.25, 0.18, 0.28, 0.28, 0.27, 0.23, 0.13, -0.04, 0.46, 0.41, 0.30, 0.36, -1.07, 0.15, 0.11, 0.18, 0.46, 0.25, 0.30, 0.39, 0.31, 0.23, 0.40, 0.32, 0.34, 0.38, 0.36, 0.19, 0.37, 0.31, 0.45, 0.02, -0.17, -0.09, -0.11, 0.33]}

=====

[2]
{"formula": "C24H20ClIrNPS", "method": "the ωB97M-V functional and the def2-TZVPD basis", "e_tot_ev": -62174.76674, "multiplicity": 6, "homo_lumo_gap_ha": [0.239, 0.241], "total_charge": 1, "lumo_energy_ev": [-2.9, -5.0], "elements": ["C", "C", "C", "H", "C", "C", "H", "H", "H", "H", "Ir", "Cl", "P", "C", "C", "H", "C", "H", "C", "H", "C", "H", "C", "H", "C", "C", "H", "C", "H", "C", "H", "C", "H", "C", "H", "C", "C", "H", "C", "H", "C", "H", "C", "H", "C", "H", "S", "C", "N"], "positions_angstrom": [[-1.5938, 1.6230, 3.5942], [-1.5830, 1.5122, 2.1673], [-2.5700, 0.5284, 1.8423], [-0.9674, 2.0493, 1.4598], [-3.1674, 0.0517, 3.0854], [-2.9070, 1.1101, 4.1942], [-3.7676, 1.8123, 4.2116], [-0.9813, 2.2840, 4.1794], [-2.7377, 0.2423, 0.8204], [-4.0300, -0.5801, 3.2155], [-1.2171, -0.4644, 3.3754], [0.5609, -1.6551, 2.4007], [0.8259, -0.2726, -1.1825], [-0.7268, -1.0106, -1.6270], [-1.1638, -0.6094, -2.9152], [-0.6489, 0.2228, -3.4006], [-2.2204, -1.2842, -3.5110], [-2.5400, -1.0073, -4.5108], [-2.8739, -2.3291, -2.8323], [-3.6851, -2.8629, -3.3227], [-2.4737, -2.6899, -1.5410], [-2.9896, -3.5000, -1.0177], [-1.4213, -2.0340, -0.9241], [-1.1068, -2.2666, 0.0938], [0.9029, 1.4682, -1.2115], [-0.2366, 2.2951, -1.3821], [-1.2314, 1.9151, -1.1823], [-0.0460, 3.5885, -1.8369], [-0.9087, 4.2073, -2.0750], [1.2500, 4.1017, -2.0012], [1.3931, 5.1079, -2.4080], [2.3694, 3.3245, -1.6672], [3.3667, 3.7443, -1.7479], [2.2105, 2.0108, -1.2600], [3.0496, 1.3827, -0.9897], [2.1704, -1.2325, -0.8255], [2.4268, -2.1038, -1.9077], [1.7149, -2.1689, -2.7211], [3.6028, -2.8287, -1.8680], [3.8681, -3.4634, -2.7046], [4.4631, -2.7537, -0.7575], [5.3872, -3.3526, -0.7434], [4.1487, -1.9093, 0.3198], [4.7997, -1.8687, 1.1881], [3.0185, -1.1252, 0.2919], [2.7527, -0.4869, 1.1149], [-0.1646, 0.2345, 6.6759], [-1.5992, 0.3970, 6.1482], [-2.7224, 0.6463, 5.6958]], "mulliken_charge": [-1.35, -0.14, -0.50, 0.55, -1.26, 0.48, 0.38, 0.52, 0.55, 0.49, 0.94, -0.45, 0.43, 0.56, -0.19, 0.44, -0.71, 0.41, -0.46, 0.41, -0.59, 0.42, -0.27, 0.35, 0.77, -0.35, 0.62, -0.72, 0.42, -0.49, 0.39, -0.59, 0.43, -0.80, 0.41, 0.52, -0.52, 0.42, -0.66, 0.41, -0.46, 0.39, -0.72, 0.41, -0.34, 0.63, -0.31, 0.64, -0.50]}

=====

[3]
{"formula": "C30H33CrF2N4O3S", "method": "the ωB97M-V functional and the def2-TZVPD basis", "e_tot_ev": -88441.23624, "relative_energy_ev": 0.112, "multiplicity": 4, "homo_lumo_gap_ha": [0.239, 0.253], "lumo_energy_ev": [0.3, 0.3], "elements": ["Cr", "S", "C", "C", "C", "C", "C", "C", "C", "C", "C", "N", "H", "H", "H", "H", "H", "H", "O", "C", "O", "C", "N", "C", "C", "C", "H", "H", "H", "H", "H", "H", "H", "H", "H", "F", "C", "C", "C", "C", "C", "C", "C", "H", "H", "H", "H", "H", "H", "C", "N", "C", "N", "O", "H", "H", "H", "H", "H", "H", "F", "C", "C", "C", "C", "C", "C", "C", "H", "H", "H", "H", "H", "H"], "positions_angstrom": [[-0.2254, -1.1776, -0.0850], [-1.8620, -5.2787, 0.3319], [-2.0789, -4.5601, 1.8729], [-1.6284, -3.2733, 1.9100], [-1.0768, -2.8258, 0.6631], [-1.1519, -3.8241, -0.2741], [-0.6167, -3.5936, -1.6062], [-0.6918, -4.4711, -2.6904], [-0.1521, -4.1034, -3.9019], [0.4613, -2.8590, -4.0238], [0.4957, -2.0447, -2.9183], [-0.0273, -2.3846, -1.7386], [-2.5324, -5.1407, 2.6701], [-1.6845, -2.6578, 2.8033], [-1.1776, -5.4311, -2.5552], [-0.2118, -4.7714, -4.7544], [0.9064, -2.5313, -4.9552], [0.9775, -1.0748, -2.9666], [0.2287, 2.5331, 0.1629], [0.9058, 1.9970, -0.6548], [0.8822, 0.6659, -0.9353], [1.8687, 2.7482, -1.5710], [2.7636, 1.8269, -2.3119], [2.7438, 2.1634, -3.7614], [2.0675, 3.5268, -3.8405], [1.0822, 3.4858, -2.6713], [2.4125, 3.4581, -0.9562], [1.6735, 0.5666, -1.5235], [3.6974, 1.8379, -1.9372], [2.1601, 1.4203, -4.3073], [3.7525, 2.1548, -4.1718], [1.5737, 3.6878, -4.7973], [2.7972, 4.3262, -3.6941], [0.1923, 2.9130, -2.9470], [0.7588, 4.4695, -2.3349], [4.1371, 0.5751, 4.8635], [3.5890, -0.0024, 3.7652], [2.8615, -1.1663, 3.9062], [2.2821, -1.7413, 2.7792], [2.4435, -1.2047, 1.4902], [1.8284, -1.8567, 0.3005], [3.2215, -0.0406, 1.4076], [3.7794, 0.5737, 2.5317], [2.7406, -1.6030, 4.8936], [1.6881, -2.6464, 2.8872], [1.7457, -2.9370, 0.4486], [2.4116, -1.6758, -0.6103], [3.4119, 0.3861, 0.4256], [4.3812, 1.4735, 2.4523], [-0.3213, 2.3482, 4.2354], [0.0306, 1.3282, 3.2716], [-0.8144, 0.7736, 2.3977], [-2.0998, 1.1784, 2.4283], [-0.3970, -0.0777, 1.5905], [0.5291, 2.5019, 4.8947], [-1.1710, 2.0381, 4.8486], [-0.5572, 3.3045, 3.7597], [0.9843, 1.0202, 3.1898], [-2.3233, 2.0731, 2.8293], [-2.6592, 0.8960, 1.6369], [-5.7078, 2.7575, 1.4811], [-4.8284, 1.9793, 0.8050], [-3.8485, 2.5764, 0.0422], [-2.9441, 1.7698, -0.6426], [-2.9857, 0.3709, -0.5761], [-1.9862, -0.5102, -1.2378], [-4.0128, -0.1802, 0.2063], [-4.9346, 0.6092, 0.8909], [-3.7948, 3.6613, -0.0059], [-2.1629, 2.2415, -1.2332], [-1.5432, -0.0364, -2.1230], [-2.4699, -1.4409, -1.5487], [-4.0689, -1.2634, 0.2926], [-5.7188, 0.1685, 1.4968]], "mulliken_charge": [-0.02, -0.32, -0.43, -0.91, -0.34, 0.35, 0.95, -1.03, -0.56, -0.95, -0.47, 1.20, 0.47, 0.42, 0.45, 0.41, 0.48, 0.51, -0.51, -0.77, 0.94, 0.12, -0.49, -0.65, -0.71, -0.65, 0.55, 0.11, 0.24, 0.19, 0.39, 0.41, 0.29, 0.22, 0.40, -0.38, 0.36, -0.71, -0.21, 0.24, -1.78, 0.03, -0.73, 0.40, 0.34, 0.67, 0.48, 0.35, 0.40, -1.17, -0.10, -0.09, -0.39, 1.03, 0.35, 0.35, 0.32, -0.02, 0.34, -0.03, -0.38, 0.47, -0.95, 0.55, -0.37, -1.61, -0.26, -0.62, 0.42, 0.34, 0.49, 0.73, 0.38, 0.42]}

=====

[4]
{"formula": "C6H8B2F10N3O11S2V", "method": "the ωB97M-V functional and the def2-TZVPD basis", "e_tot_ev": -109241.01102, "relative_energy_ev": 4.669, "multiplicity": 2, "homo_lumo_gap_ha": [0.202, 0.202], "total_charge": -3, "lumo_energy_ev": [6.3, 6.3], "elements": ["O", "V", "B", "F", "F", "F", "F", "B", "F", "F", "F", "F", "N", "S", "O", "O", "F", "S", "O", "O", "F", "O", "C", "O", "O", "H", "O", "C", "O", "O", "H", "C", "C", "N", "H", "H", "H", "C", "C", "N", "H", "H", "H"], "positions_angstrom": [[-14.2700, 1.5849, 20.3738], [-13.6269, 2.9096, 20.9442], [-10.4881, 2.1397, 21.8960], [-10.0311, 3.1694, 22.6007], [-9.5184, 1.5464, 21.1555], [-10.8951, 1.2176, 22.7219], [-11.4822, 2.5040, 21.0491], [-16.8136, 3.4826, 21.8011], [-16.5960, 2.2322, 22.3686], [-16.7005, 4.4413, 22.8344], [-15.7523, 3.7706, 20.9253], [-17.9753, 3.6428, 21.1064], [-13.3522, 3.7299, 18.9952], [-12.2435, 4.4029, 18.1716], [-12.3869, 5.7839, 17.7538], [-11.3504, 3.5805, 17.4434], [-11.3148, 4.5756, 19.4552], [-14.4934, 3.8425, 17.7157], [-14.1188, 3.2322, 16.3941], [-15.3112, 5.0545, 17.7127], [-15.4988, 2.7411, 18.3221], [-12.8645, 1.7954, 25.0177], [-13.7450, 2.4088, 24.2677], [-14.5990, 3.1255, 24.7771], [-13.7073, 2.2737, 23.0690], [-13.2456, 2.1938, 25.8036], [-12.7165, 4.8188, 21.7376], [-13.0520, 5.8172, 22.5990], [-14.1086, 5.7492, 23.2593], [-12.3325, 6.8480, 22.7248], [-12.0348, 5.3623, 21.3358], [-14.9754, -1.2491, 22.2055], [-13.5592, -1.1250, 22.5959], [-12.4612, -1.0517, 22.9397], [-15.1778, -1.7699, 21.2696], [-15.2236, -0.2048, 22.0157], [-15.5562, -1.7006, 23.0097], [-9.5621, 0.0941, 18.3506], [-10.9169, 0.2314, 18.9754], [-11.9539, 0.2563, 19.4524], [-9.5814, 0.4711, 17.3281], [-8.9634, -0.8154, 18.4007], [-8.9322, 0.8285, 18.8526]], "mulliken_charge": [-0.26, 1.86, -0.18, -0.34, -0.36, -0.26, 0.55, 0.00, -0.36, -0.39, -0.32, -0.38, 0.36, 0.69, -0.63, -0.59, -0.29, 0.86, -0.61, -0.56, -0.20, -0.46, 0.36, -0.74, -0.08, 0.24, 0.15, 0.53, -0.66, -0.84, -0.03, -0.42, 0.36, -0.46, 0.28, -0.11, 0.30, -0.94, 0.38, -0.31, 0.29, 0.33, 0.24]}